Record 1
DFT (wB97M-V/def2-TZVPD) results for a structure of composition C21H11ClMnN2O6S2.

Each line ends with the natural charge from an NBO analysis.
Element x y z (Å)
H  -0.575  1.383  5.354  0.238
S  -5.133  -1.375  0.497  0.327
C  -0.232  -0.502  4.435  -0.149
O  -0.899  1.204  2.921  -0.768
H  -5.155  -4.357  -0.287  0.203
C  2.012  1.344  0.896  0.026
C  3.155  2.103  0.742  -0.238
O  -1.419  2.119  -0.961  -0.849
Mn  -1.221  0.958  0.744  1.569
C  -0.432  2.804  -1.411  0.747
C  -3.055  -4.694  -0.613  -0.256
Cl  0.414  -2.102  8.604  -0.047
C  0.162  -1.481  6.985  -0.031
C  0.881  2.606  -0.656  0.085
H  1.916  4.257  -1.532  0.255
C  3.153  3.181  -0.139  -0.056
O  -0.192  -0.714  2.066  -0.753
C  0.259  -2.345  5.908  -0.243
S  -4.093  1.402  1.188  -0.277
H  -0.921  -4.745  -0.852  0.200
C  0.064  -1.843  4.629  -0.165
N  -2.657  -0.673  0.354  -0.687
H  -0.601  -2.349  -0.262  0.233
N  0.893  1.579  0.202  -0.568
H  0.139  -2.482  3.759  0.243
H  -3.182  -5.739  -0.865  0.196
C  -1.587  -2.795  -0.290  -0.242
C  -3.842  -0.174  0.664  -0.079
O  -0.444  3.570  -2.368  -0.675
O  5.494  3.446  -0.120  -0.769
O  4.208  5.213  -0.705  -0.754
C  -4.163  -3.923  -0.291  -0.224
C  -0.130  -0.138  6.815  -0.268
H  1.971  0.502  1.578  0.197
C  -0.332  0.344  5.529  -0.107
C  -3.975  -2.586  0.030  -0.255
C  4.414  4.047  -0.313  0.731
C  -2.695  -2.010  0.025  0.222
C  -0.453  0.031  3.037  0.745
C  -1.778  -4.128  -0.607  -0.213
C  1.981  3.428  -0.843  -0.206
H  -0.198  0.513  7.676  0.217
H  0.485  -3.390  6.072  0.215
H  4.061  1.868  1.283  0.230

DFT total energy: -102741.78883 eV
relative energy (zero: lowest compared OMol25 entry of this formula, charge and spin): 14.70 kJ/mol
LUMO energy (spin up / spin down): 3.65 / 3.65 eV
net charge: -2
largest force on an atom: 0.7 eV Å⁻¹
molar mass: 541.852 u
gap between HOMO and LUMO (spin up / spin down): 0.24317 / 0.24336 Eh
HOMO level (spin up / spin down): -2.97 / -2.98 eV
2S+1: 6

Record 2
DFT (wB97M-V/def2-TZVPD) results for a structure of composition C20H51BeN3O6 in a non-equilibrium geometry.

Each line ends with the Mulliken charge.
Element x y z (Å)
O  -2.479  0.112  1.574  -0.565
C  0.538  -1.781  3.173  0.632
H  -0.506  1.048  -3.971  0.372
C  -3.823  -0.186  1.686  0.437
C  1.967  1.913  0.802  -0.469
H  -5.145  -1.833  1.831  0.523
H  0.699  3.413  0.812  0.351
H  1.707  -4.508  -1.535  0.393
H  2.235  -1.695  -3.550  0.222
H  -2.172  -3.902  1.197  0.519
C  2.971  -0.252  0.517  -0.879
H  -2.665  1.582  -2.840  0.625
H  3.042  -0.440  -0.559  0.001
H  -1.636  2.494  -1.577  0.258
C  0.558  2.598  2.824  -1.641
H  -2.528  -1.481  -1.504  -0.309
C  2.237  3.050  -3.265  -0.673
H  -2.036  -2.844  -0.223  -0.207
H  0.574  -1.950  -4.205  0.280
H  2.728  1.008  -2.498  0.247
C  -1.751  1.644  -2.247  -1.279
H  -0.276  3.205  3.183  0.411
O  2.926  3.570  -2.127  -0.241
H  1.449  -1.866  2.574  -0.269
H  2.839  2.375  1.276  0.563
N  0.093  -0.386  2.893  -0.201
H  -1.427  -2.730  3.232  0.317
H  -3.506  -2.212  2.444  0.050
C  0.861  -2.557  -2.137  0.571
H  -0.822  -4.016  0.026  0.244
C  -0.465  1.679  -3.064  -0.536
C  -4.588  0.563  2.758  -1.643
N  0.666  1.271  -2.258  1.079
C  -0.503  -2.723  2.636  -1.043
O  0.557  -1.402  -1.474  -0.339
O  -0.702  -2.405  1.293  0.323
C  0.664  2.441  1.327  0.489
C  3.481  4.835  -2.421  -0.885
H  2.026  2.141  -0.263  -0.091
H  -0.034  -3.215  -2.245  0.038
H  1.431  -3.380  -0.253  -0.027
C  1.790  -3.447  -1.283  -1.143
H  -0.415  2.683  -3.499  0.510
H  -4.590  1.645  2.585  0.349
Be  -0.428  -0.086  0.482  0.750
H  1.472  2.986  3.274  0.385
H  -0.195  -3.773  2.759  0.440
H  1.340  3.666  -3.386  0.271
H  4.185  5.088  -1.624  0.268
H  1.992  1.101  -3.946  0.641
H  -3.811  -2.071  0.676  0.157
H  1.554  -1.169  5.052  0.415
O  -1.815  0.426  -1.495  0.090
H  -0.858  -0.255  3.247  0.078
C  -2.402  -0.637  -2.178  -0.345
H  2.810  -3.060  -1.360  0.370
C  1.915  1.587  -2.945  -1.075
N  -0.411  1.562  0.760  0.464
H  -3.438  -0.446  -2.489  0.371
H  0.019  -2.146  5.270  0.317
H  3.886  0.232  0.863  0.389
C  1.359  -2.356  -3.569  -1.481
H  0.737  0.167  3.441  0.299
H  1.733  -3.297  -3.981  0.403
O  1.814  0.530  0.770  0.345
H  0.686  0.226  -2.166  -0.603
C  -1.484  -3.332  0.574  -0.785
H  2.853  -1.238  0.964  0.201
H  4.142  4.748  -3.292  0.336
H  0.389  1.644  3.319  0.283
H  -1.815  -0.996  -3.026  0.198
H  2.775  5.663  -2.532  0.314
H  2.770  3.063  -4.221  0.493
H  -0.499  1.765  -0.240  -0.568
H  -4.155  0.445  3.760  0.316
H  -4.303  0.206  0.759  -0.040
H  -5.656  0.327  2.775  0.403
H  1.333  -2.944  4.656  0.441
C  -4.070  -1.701  1.662  -0.882
H  -1.296  1.946  1.089  0.546
C  0.898  -1.932  4.655  -1.571

DFT total energy: -38719.08162 eV
relative energy (zero: lowest compared OMol25 entry of this formula, charge and spin): 0.00 kJ/mol
LUMO energy: 0.52 eV
net charge: 0
largest force on an atom: 2.8 eV Å⁻¹
molar mass: 438.655 u
gap between HOMO and LUMO: 0.27987 Eh
HOMO level: -7.10 eV

Record 3
DFT (wB97M-V/def2-TZVPD) results for an isolated molecule of CH2ClP.

Each line ends with the natural charge from an NBO analysis.
Element x y z (Å)
C  0.301  -0.171  -0.239  -0.623
P  -1.233  0.367  0.165  0.423
H  1.172  -0.126  0.398  0.221
H  -0.869  0.791  1.450  -0.048
Cl  0.630  -0.861  -1.774  0.026

DFT total energy: -22879.24481 eV
relative energy (zero: lowest compared OMol25 entry of this formula, charge and spin): 63.41 kJ/mol
LUMO energy: -0.11 eV
net charge: 0
largest force on an atom: 0.8 eV Å⁻¹
molar mass: 80.454 u
gap between HOMO and LUMO: 0.34391 Eh
HOMO level: -9.47 eV

Record 4
DFT (wB97M-V/def2-TZVPD) results for a structure of composition C3H8BrHfO3S in a non-equilibrium geometry.

Each line ends with the natural charge from an NBO analysis.
Element x y z (Å)
O  20.517  3.634  -11.416  -0.431
H  21.542  5.290  -11.579  0.317
H  19.466  5.596  -12.946  0.260
S  19.248  2.877  -10.599  2.197
H  19.710  0.857  -11.634  0.296
H  19.260  0.592  -9.836  0.321
C  20.575  4.983  -11.182  -0.097
H  18.444  5.478  -11.435  0.278
H  19.340  6.835  -11.719  0.256
O  18.106  2.835  -11.486  -0.586
Br  18.476  9.691  -11.518  -0.303
H  20.887  1.236  -10.329  0.300
C  19.833  1.136  -10.587  -0.699
H  20.664  5.191  -10.115  0.253
C  19.404  5.757  -11.870  -0.581
O  19.216  3.388  -9.249  -0.668
Hf  18.472  11.012  -14.092  1.886

DFT total energy: -91523.61688 eV
relative energy (zero: lowest compared OMol25 entry of this formula, charge and spin): 273.33 kJ/mol
LUMO energy: -17.83 eV
net charge: +3
largest force on an atom: 4.4 eV Å⁻¹
molar mass: 382.555 u
gap between HOMO and LUMO: 0.06655 Eh
HOMO level: -19.64 eV

Record 5
DFT (wB97M-V/def2-TZVPD) results for a cluster of 5 separate species, C11H32N2O5 in total in a non-equilibrium geometry.

Each line ends with the natural charge from an NBO analysis.
Element x y z (Å)
H  2.575  -2.852  0.588  0.183
H  -2.268  1.705  2.542  0.093
C  0.299  2.950  -2.271  0.124
H  -0.017  0.632  2.437  0.224
O  -1.156  3.057  1.906  -0.687
H  -0.329  1.133  -1.315  0.216
H  -4.064  -1.690  -0.490  0.387
C  1.080  3.328  -3.550  -0.639
H  0.567  -1.003  -0.820  0.183
C  0.335  1.475  -2.091  -0.620
C  -2.155  -1.958  -0.163  0.785
O  0.621  -1.851  2.726  -0.723
H  3.840  -1.354  2.616  0.202
C  1.695  -1.681  2.111  0.122
H  -1.655  3.752  1.503  0.475
H  0.668  2.888  -4.462  0.209
H  2.551  -3.728  2.134  0.212
H  1.636  -0.905  1.422  0.130
H  1.520  3.089  -1.013  0.460
H  -0.807  3.007  -2.441  0.149
O  0.639  3.392  -1.174  -0.673
C  2.830  -1.320  3.069  -0.614
H  -0.011  -2.118  2.062  0.512
C  -0.504  0.856  1.548  -0.639
H  -2.980  0.861  0.709  0.209
H  -0.992  -1.831  -1.673  0.442
H  0.139  1.035  -3.014  0.195
H  -3.672  -2.096  1.108  0.416
C  -2.625  1.826  0.557  -0.646
H  0.172  1.190  0.783  0.191
H  2.138  -1.635  -0.950  0.176
H  2.692  -0.341  3.412  0.204
H  1.053  -3.404  -0.784  0.494
C  2.013  -3.056  1.470  -0.652
C  1.213  -1.558  -1.469  -0.278
N  -1.936  -1.572  -1.432  -0.850
O  0.701  -2.891  -1.530  -0.755
H  2.685  -2.045  3.936  0.207
C  -1.605  1.944  1.690  0.160
H  1.446  -1.095  -2.413  0.185
H  1.272  1.183  -1.655  0.174
H  -2.694  -1.191  -2.097  0.406
H  1.100  -3.644  1.281  0.208
H  -2.101  1.745  -0.371  0.192
N  -3.371  -1.844  0.173  -0.782
H  0.942  4.335  -3.667  0.210
H  -0.947  -0.041  1.295  0.220
H  2.073  3.035  -3.421  0.194
H  -3.437  2.563  0.521  0.199
O  -1.145  -2.284  0.676  -0.793

DFT total energy: -25138.84706 eV
relative energy (zero: lowest compared OMol25 entry of this formula, charge and spin): 462.38 kJ/mol
LUMO energy: 0.38 eV
net charge: 0
largest force on an atom: 11.5 eV Å⁻¹
molar mass: 272.386 u
gap between HOMO and LUMO: 0.34588 Eh
HOMO level: -9.03 eV

Record 6
DFT (wB97M-V/def2-TZVPD) results for a structure of composition C20H28GaNO2S in a non-equilibrium geometry.

Each line ends with the natural charge from an NBO analysis.
Element x y z (Å)
H  3.285  -0.907  4.383  0.230
H  -0.829  -0.729  0.182  0.182
Ga  0.481  0.774  3.157  1.316
H  -0.405  -3.216  4.225  0.220
H  -0.537  2.203  -4.010  0.183
C  1.846  -1.249  2.685  -0.348
C  0.395  1.736  -4.366  -0.066
H  1.218  1.593  -2.074  0.233
H  -2.585  -1.275  5.237  0.223
C  0.470  -0.210  -4.971  0.266
O  0.958  0.398  0.195  -0.554
H  -1.685  -0.528  -4.821  0.212
H  -2.696  -1.834  2.605  0.219
C  1.435  -2.086  4.803  -0.211
H  0.069  -2.268  1.748  0.231
C  -0.058  -0.320  -0.529  -0.081
H  1.608  2.448  0.176  0.202
C  0.632  -2.033  2.651  -0.287
H  1.413  -1.317  -6.486  0.212
H  1.521  -2.322  5.868  0.230
H  -2.176  1.366  5.527  0.235
C  -0.697  0.636  -1.527  -0.442
H  2.560  -0.435  -5.438  0.216
N  0.824  1.246  5.028  -0.905
H  -1.696  0.912  -1.202  0.193
C  0.292  1.847  -1.476  -0.437
H  1.068  1.322  -6.421  0.214
C  -2.484  -0.851  3.041  -0.294
C  1.635  -1.013  -5.458  -0.621
H  -0.751  0.134  -2.499  0.256
H  -0.742  1.162  -6.171  0.212
H  1.770  -1.924  -4.860  0.216
H  -0.842  -1.347  -6.135  0.218
H  -2.346  0.483  1.249  0.220
C  -2.181  0.816  4.576  -0.326
C  -2.268  0.344  2.327  -0.311
H  -1.940  2.463  3.049  0.237
H  -0.709  -1.987  -4.504  0.216
C  0.705  1.839  -0.026  -0.087
C  0.256  1.102  -5.729  -0.466
H  2.366  -0.850  1.818  0.260
C  0.410  -2.560  3.937  -0.263
C  -0.764  -1.056  -5.080  -0.634
C  0.689  0.878  6.172  0.215
H  0.468  -1.164  -1.041  0.188
H  1.227  2.438  -4.242  0.192
C  -2.046  1.407  3.279  -0.329
H  -0.145  2.761  -1.884  0.215
O  0.705  0.437  -3.686  -0.561
C  -2.439  -0.565  4.431  -0.200
C  2.335  -1.309  4.044  -0.335
S  0.519  0.414  7.667  -0.074
H  -0.138  2.196  0.579  0.166

DFT total energy: -89984.81049 eV
relative energy (zero: lowest compared OMol25 entry of this formula, charge and spin): 208.74 kJ/mol
LUMO energy (spin up / spin down): -2.19 / -2.22 eV
net charge: 0
largest force on an atom: 2.8 eV Å⁻¹
molar mass: 416.239 u
gap between HOMO and LUMO (spin up / spin down): 0.20164 / 0.20039 Eh
HOMO level (spin up / spin down): -7.67 / -7.67 eV

Q: What is the molar mass in the fourth record?
A: 382.555 u

Q: What is the formula in the second record?
A: C20H51BeN3O6

Q: Look up the molar mass of the first one.
A: 541.852 u

Q: What is the largest force on an atom in the second record?
A: 2.8 eV Å⁻¹